{"formula": "C35H35MoN3O3Te", "method": "the ωB97M-V functional and the def2-TZVPD basis", "elements": ["Mo", "C", "C", "O", "C", "C", "C", "N", "N", "C", "O", "C", "C", "C", "C", "C", "C", "H", "H", "H", "H", "H", "H", "H", "H", "H", "H", "H", "H", "C", "C", "C", "C", "C", "C", "Te", "N", "C", "O", "C", "C", "C", "C", "C", "C", "C", "C", "C", "C", "C", "C", "C", "C", "C", "C", "H", "H", "H", "H", "H", "H", "H", "H", "H", "H", "H", "H", "H", "H", "H", "H", "H", "H", "H", "H", "H", "H", "H"], "coordinates": [[-0.336, 1.426, 2.059], [-4.352, 2.528, 1.417], [-2.940, 2.888, 1.631], [-2.099, 1.869, 1.722], [-2.438, 4.128, 1.719], [-1.045, 4.431, 1.888], [-0.648, 5.863, 1.993], [-0.110, 3.503, 1.948], [1.215, 4.013, 2.081], [2.023, 3.032, 2.281], [1.549, 1.802, 2.332], [3.474, 3.235, 2.429], [4.280, 2.150, 2.755], [5.650, 2.323, 2.896], [6.209, 3.579, 2.708], [5.402, 4.662, 2.370], [4.034, 4.494, 2.234], [-4.724, 1.935, 2.255], [-4.446, 1.927, 0.510], [-4.955, 3.428, 1.321], [-3.126, 4.960, 1.661], [-1.529, 6.500, 2.064], [-0.054, 6.150, 1.122], [-0.008, 6.011, 2.861], [3.827, 1.178, 2.901], [6.278, 1.480, 3.156], [7.276, 3.720, 2.836], [5.844, 5.639, 2.211], [3.392, 5.327, 1.972], [0.648, -4.379, -6.446], [0.552, -3.532, -5.197], [-0.148, -3.976, -4.078], [-0.220, -3.225, -2.912], [-1.015, -3.775, -1.749], [0.423, -1.972, -2.883], [0.473, -0.798, -1.085], [0.209, -0.379, 1.211], [0.080, -0.990, 2.374], [-0.186, -0.153, 3.383], [0.147, -2.435, 2.637], [-0.428, -2.934, 3.799], [-0.395, -4.300, 4.051], [0.221, -5.158, 3.146], [0.809, -4.653, 1.992], [0.767, -3.292, 1.738], [-1.515, -0.149, -1.337], [-1.670, 0.696, -2.438], [-2.925, 1.160, -2.795], [-4.031, 0.765, -2.049], [-3.868, -0.072, -0.956], [-2.612, -0.544, -0.559], [-2.540, -1.438, 0.662], [1.139, -1.494, -3.993], [1.859, -0.155, -4.070], [1.172, -2.292, -5.136], [0.153, -5.342, -6.315], [1.692, -4.564, -6.709], [0.184, -3.871, -7.296], [-0.647, -4.943, -4.111], [-1.191, -4.845, -1.866], [-1.989, -3.283, -1.683], [-0.504, -3.629, -0.799], [-0.897, -2.249, 4.493], [-0.847, -4.695, 4.952], [0.253, -6.224, 3.344], [1.303, -5.320, 1.296], [1.243, -2.896, 0.854], [-0.807, 0.981, -3.036], [-3.039, 1.810, -3.655], [-5.024, 1.101, -2.328], [-4.740, -0.393, -0.392], [-3.447, -2.039, 0.742], [-2.463, -0.849, 1.572], [-1.690, -2.112, 0.639], [1.827, 0.417, -3.151], [1.416, 0.463, -4.855], [2.910, -0.300, -4.328], [1.714, -1.925, -6.008]], "charge": 1, "e_lumo_ha": [-0.126, -0.173], "multiplicity": 4, "homo_ev": [-10.8, -11.0], "s_squared": 3.77}



{"formula": "C35H35N2O3PRe", "method": "the ωB97M-V functional and the def2-TZVPD basis", "elements": ["Re", "O", "C", "C", "C", "C", "C", "C", "C", "C", "N", "H", "H", "H", "H", "H", "H", "H", "H", "H", "H", "H", "O", "N", "C", "C", "C", "C", "C", "C", "C", "P", "C", "C", "C", "C", "C", "C", "C", "C", "C", "C", "C", "C", "H", "H", "H", "H", "H", "H", "H", "H", "H", "H", "H", "H", "H", "H", "H", "H", "C", "C", "O", "C", "C", "C", "C", "C", "C", "H", "H", "H", "H", "H", "H", "H", "H"], "coordinates": [[-0.314, -0.378, 1.114], [1.402, -1.362, 1.707], [2.045, -1.292, 3.071], [2.946, -0.089, 3.142], [2.241, 1.168, 2.619], [0.930, 1.416, 3.304], [0.908, 2.085, 4.514], [-0.291, 2.355, 5.154], [-1.478, 1.961, 4.545], [-1.415, 1.288, 3.353], [-0.238, 0.986, 2.727], [2.048, -1.614, 1.024], [2.550, -2.245, 3.215], [1.196, -1.244, 3.753], [3.867, -0.257, 2.578], [3.253, 0.031, 4.184], [2.086, 1.094, 1.541], [2.878, 2.042, 2.752], [1.846, 2.414, 4.942], [-0.302, 2.874, 6.104], [-2.439, 2.167, 4.995], [-2.320, 0.951, 2.872], [-2.844, -0.958, 1.757], [-2.320, -0.133, 0.762], [-3.088, 0.368, -0.148], [-2.681, 1.190, -1.261], [-3.747, 1.664, -2.037], [-3.517, 2.489, -3.131], [-2.220, 2.846, -3.451], [-1.145, 2.380, -2.683], [-1.353, 1.548, -1.599], [0.141, 1.066, -0.715], [1.253, 0.116, -1.729], [0.929, -0.243, -3.038], [1.825, -0.999, -3.780], [3.034, -1.398, -3.225], [3.366, -1.041, -1.918], [2.480, -0.286, -1.170], [0.920, 2.581, -0.186], [2.097, 3.025, -0.785], [2.612, 4.272, -0.446], [1.969, 5.053, 0.499], [0.800, 4.610, 1.105], [0.278, 3.370, 0.772], [-3.788, -1.134, 1.586], [-4.153, 0.153, -0.063], [-4.764, 1.392, -1.785], [-4.349, 2.850, -3.720], [-2.023, 3.491, -4.297], [-0.140, 2.677, -2.961], [0.000, 0.080, -3.491], [1.589, -1.264, -4.802], [3.734, -1.973, -3.817], [4.323, -1.330, -1.506], [2.770, 0.033, -0.174], [2.584, 2.411, -1.530], [3.505, 4.653, -0.920], [2.367, 6.023, 0.761], [0.309, 5.254, 1.821], [-0.647, 3.030, 1.230], [-0.379, -3.969, 1.160], [-0.704, -3.222, -0.090], [-0.547, -1.920, -0.075], [-1.172, -3.846, -1.263], [-1.610, -3.087, -2.378], [-2.076, -3.724, -3.499], [-2.108, -5.126, -3.537], [-1.687, -5.894, -2.453], [-1.224, -5.264, -1.320], [-0.121, -3.299, 1.976], [0.462, -4.644, 0.979], [-1.222, -4.592, 1.460], [-1.589, -2.008, -2.335], [-2.424, -3.160, -4.353], [-2.476, -5.622, -4.427], [-1.727, -6.974, -2.497], [-0.897, -5.865, -0.483]], "charge": 4, "e_lumo_ha": [-0.475, -0.509], "multiplicity": 4, "homo_ev": [-19.8, -19.8], "s_squared": 3.79}



Asked for energy above the lowest of the compared OMol25 structures with the same formula, charge and spin across the records above, the calculation gives 0.384; 0.000 eV in order.
Asked for strongest force on any atom across the records above, the calculation gives 0.04508; 0.02215 hartree/bohr in order.